Entry 1:
ORCA calculation (ωB97M-V with the def2-TZVPD basis set) on a 2-piece molecular cluster, C3H3F2N overall at a distorted geometry.

Atoms and positions in Å:
C (0.580, -0.415, 2.662)
C (-1.656, 0.004, 0.394)
C (0.899, 0.511, 1.729)
N (0.343, -1.111, 3.551)
F (-1.101, -0.082, -0.803)
F (1.595, 0.114, 0.668)
H (-1.796, 0.946, 0.892)
H (-2.249, -0.884, 0.681)
H (0.814, 1.704, 1.887)

Results
M in g mol⁻¹: 91.06
ΔE to the lowest compared entry with this formula, charge and spin in kJ/mol: 433.0
Frontier orbital gap (alpha / beta) in eV: 7.643 / 9.531

***

Entry 2:
ORCA calculation (ωB97M-V with the def2-TZVPD basis set) on one molecule with the formula C3H3F2NO at a distorted geometry.

Atoms and positions in Å:
C (-1.583, 0.449, -0.151)
C (1.038, -1.018, 0.098)
C (0.839, 0.476, 0.256)
N (-2.181, 0.034, 0.847)
O (-0.265, 0.624, -0.625)
F (1.868, -1.279, -0.926)
F (0.450, 0.853, 1.579)
H (-2.105, 0.563, -1.109)
H (0.278, -1.705, 0.242)
H (1.662, 1.003, -0.211)

Results
M in g mol⁻¹: 107.06
ΔE to the lowest compared entry with this formula, charge and spin in kJ/mol: 439.8
Frontier orbital gap (alpha / beta) in eV: 10.595 / 7.683

***

Entry 3:
ORCA calculation (ωB97M-V with the def2-TZVPD basis set) on one molecule with the formula C3H3F2NOS at a distorted geometry.

Atoms and positions in Å:
C (1.086, 0.561, 0.960)
C (0.100, -1.588, -0.441)
C (-1.225, -1.219, -0.499)
H (-0.395, 2.805, -0.460)
H (1.949, 1.001, 1.671)
H (0.610, -1.798, -1.311)
N (0.283, 1.121, 0.190)
O (0.562, 2.611, -0.082)
F (-1.897, -0.984, 0.646)
F (-2.037, -1.231, -1.662)
S (0.964, -1.279, 0.987)

Results
M in g mol⁻¹: 139.13
SMILES: O/N=C/SC=C(F)F
ΔE to the lowest compared entry with this formula, charge and spin in kJ/mol: 329.9
Frontier orbital gap in eV: 9.801

***

Entry 4:
ORCA calculation (ωB97M-V with the def2-TZVPD basis set) on one molecule with the formula C3H3F3 at a distorted geometry.

Atoms and positions in Å:
C (0.705, -0.119, 0.348)
C (-0.771, 0.058, 0.127)
C (-1.377, 1.192, -0.281)
H (0.954, -0.469, 1.297)
H (-2.374, 1.154, -0.655)
H (-0.856, 2.019, -0.645)
F (1.201, -1.014, -0.576)
F (1.335, 1.088, 0.209)
F (-1.322, -1.129, 0.239)

Results
M in g mol⁻¹: 96.05
SMILES: C=C(F)C(F)F
ΔE to the lowest compared entry with this formula, charge and spin in kJ/mol: 57.1
Frontier orbital gap in eV: 11.421

***

Entry 5:
ORCA calculation (ωB97M-V with the def2-TZVPD basis set) on a 2-piece molecular cluster, C3H3F3IN overall at a distorted geometry.

Atoms and positions in Å:
C (0.754, 1.010, -0.706)
C (0.842, 1.584, 0.464)
C (-1.208, -1.098, 0.024)
N (-0.028, -1.176, -0.763)
F (1.070, 1.433, -1.904)
F (1.273, 2.821, 0.736)
F (0.462, 0.987, 1.587)
I (1.475, -2.275, -0.048)
H (-1.060, -0.951, 1.099)
H (-1.829, -0.290, -0.375)
H (-1.752, -2.044, -0.114)

Results
M in g mol⁻¹: 236.96
ΔE to the lowest compared entry with this formula, charge and spin in kJ/mol: 0.0
Frontier orbital gap (alpha / beta) in eV: 8.166 / 8.196

***

Entry 6:
ORCA calculation (ωB97M-V with the def2-TZVPD basis set) on one molecule with the formula C3H3F3Si at a distorted geometry.

Atoms and positions in Å:
C (-0.764, 0.757, -0.335)
C (-0.058, -0.113, 0.063)
C (0.725, -1.276, 0.352)
F (4.169, -1.146, -0.031)
F (3.001, 0.662, 1.235)
F (2.633, 0.102, -1.400)
Si (2.700, -0.436, 0.091)
H (-0.979, 1.711, -0.750)
H (0.605, -1.962, -0.549)
H (0.578, -1.754, 1.246)

Results
M in g mol⁻¹: 124.14
SMILES: C#CC[Si](F)(F)F
ΔE to the lowest compared entry with this formula, charge and spin in kJ/mol: 64.8
Frontier orbital gap in eV: 10.466